[1]
Here is C42H70AsCuF12N4O4 as an isolated structure from the OMol25 dataset. Energies are from ωB97M-V with the def2-TZVPD basis set.

Geometry as XYZ:
```
134
Properties=species:S:1:pos:R:3
C 1.398 -3.727 -2.352
C 2.179 -3.544 -1.052
C 1.516 -4.313 0.056
N 2.228 -4.320 1.391
C 1.259 -4.932 2.402
C 2.006 -5.404 3.630
C 3.170 -6.315 3.323
C 4.151 -5.601 2.410
C 3.528 -5.076 1.138
C 2.586 -2.904 1.773
H 1.789 -3.223 -3.233
H 0.405 -3.295 -2.215
H 1.272 -4.786 -2.578
H 2.071 -2.505 -0.733
H 3.232 -3.758 -1.226
H 1.221 -5.338 -0.190
H 0.538 -3.870 0.275
H 0.826 -5.747 1.818
H 0.508 -4.165 2.591
H 1.320 -5.839 4.363
H 2.302 -4.506 4.194
H 2.707 -7.172 2.816
H 3.707 -6.707 4.182
H 4.982 -6.291 2.254
H 4.641 -4.774 2.940
H 3.298 -5.908 0.474
H 4.203 -4.378 0.656
H 3.000 -3.016 2.774
H 1.669 -2.331 1.880
H 3.323 -2.514 1.085
C 0.568 8.438 3.805
C 1.457 7.243 3.482
C 0.755 5.898 3.362
C -0.136 5.841 2.117
N -0.472 4.434 1.678
C -1.524 4.477 0.581
C -2.871 4.383 1.278
C -2.608 3.583 2.561
C -1.095 3.596 2.760
C 0.752 3.718 1.114
C 1.330 4.416 -0.108
C 2.283 3.565 -0.933
H 0.503 8.705 4.859
H -0.479 8.267 3.518
H 0.829 9.311 3.211
H 2.314 7.144 4.149
H 1.938 7.501 2.530
H 0.109 5.803 4.243
H 1.412 5.030 3.409
H 0.331 6.337 1.273
H -1.115 6.260 2.355
H -1.428 3.646 -0.112
H -1.397 5.435 0.088
H -3.656 3.900 0.699
H -3.278 5.373 1.488
H -3.068 2.598 2.549
H -3.069 4.084 3.415
H -0.723 2.585 2.584
H -0.730 3.894 3.736
H 0.341 2.753 0.801
H 1.462 3.555 1.919
H 1.968 5.210 0.309
H 0.595 4.929 -0.721
H 3.169 3.251 -0.384
H 2.625 4.124 -1.806
H 1.763 2.711 -1.370
Cu -1.903 -1.398 2.127
As -0.366 0.052 -0.694
F -0.578 1.699 -1.126
F -2.041 -0.215 -0.951
F -0.179 -1.659 -0.368
F 1.305 0.366 -0.346
F -0.717 0.213 1.041
F 0.064 -0.257 -2.322
N -1.961 -5.097 0.405
C -1.782 -4.658 -0.892
C -1.603 -5.753 -1.677
C -1.621 -6.908 -0.833
C -1.880 -6.465 0.431
H -2.114 -4.508 1.197
H -1.684 -3.609 -1.120
H -1.507 -5.782 -2.750
H -1.550 -7.934 -1.150
H -2.104 -6.993 1.344
N 4.312 -0.171 0.262
C 4.868 0.521 -0.776
C 6.210 0.618 -0.541
C 6.461 0.021 0.714
C 5.276 -0.444 1.216
H 3.351 -0.461 0.232
H 4.315 0.806 -1.653
H 6.927 1.143 -1.149
H 7.416 -0.035 1.209
H 5.002 -1.080 2.041
C -5.342 3.112 -4.210
C -6.723 3.069 -4.032
C -7.275 2.321 -3.008
C -6.448 1.683 -2.097
C -5.065 1.728 -2.262
C -4.514 2.483 -3.297
H -4.899 3.623 -5.055
H -7.324 3.536 -4.802
H -8.346 2.237 -2.876
H -6.788 1.243 -1.165
H -4.390 1.160 -1.631
H -3.436 2.433 -3.404
C 2.182 0.189 -4.907
C 2.394 1.104 -3.727
O 3.544 1.934 -3.967
C 3.381 3.036 -4.680
O 2.346 3.400 -5.160
C 4.702 3.802 -4.868
F 4.614 4.631 -5.887
F 4.959 4.464 -3.726
F 5.728 2.970 -5.088
H 1.277 -0.408 -4.779
H 3.009 -0.485 -5.136
H 2.046 0.770 -5.821
H 2.592 0.602 -2.785
H 1.499 1.714 -3.600
C -4.623 -1.938 -0.792
C -6.021 -2.266 -0.340
O -5.997 -3.517 0.338
C -5.622 -3.502 1.597
O -5.247 -2.545 2.223
C -5.574 -4.915 2.223
F -6.135 -5.845 1.466
F -4.276 -5.262 2.397
F -6.160 -4.875 3.411
H -3.988 -1.713 0.068
H -4.542 -1.168 -1.556
H -4.190 -2.827 -1.264
H -6.710 -2.292 -1.184
H -6.445 -1.436 0.231
```

Values from the calculation:
Frontier orbital gap in eV: 4.18
Total charge: +2

Here are the Löwdin charges for atoms 1 to 2, given in e: atom 1 (C): -0.066, atom 2 (C): -0.217

---

[2]
Here is a 4-piece molecular cluster, C42H71IN6O6P2S overall from the OMol25 dataset. Energies are from ωB97M-V with the def2-TZVPD basis set.

Geometry as XYZ:
```
129
Properties=species:S:1:pos:R:3
H 3.991 -4.600 -2.629
N 3.738 -4.594 -1.622
C 2.456 -4.953 -1.547
N 1.775 -5.219 -2.832
N 1.876 -4.984 -0.202
C 0.547 -5.648 -0.102
C -0.493 -4.815 0.845
C -1.395 -3.763 0.014
C -0.552 -2.649 -0.790
C -1.027 -1.206 -0.213
C -2.361 -0.628 -0.803
C -3.218 -1.439 -1.870
C -2.657 -1.010 -3.443
C -3.887 -0.831 -4.576
O -2.860 -2.061 -4.511
C -2.800 0.791 -0.265
C -4.155 1.398 -0.847
C -4.069 1.913 -2.367
C -4.033 3.538 -2.430
I -3.337 4.224 -4.415
C -1.915 1.507 0.830
P -2.557 3.222 1.384
C -1.147 4.471 1.552
C -3.361 2.847 3.092
C -4.604 1.850 2.738
C -0.627 0.894 1.429
C -0.160 -0.508 0.860
C 1.208 -1.103 1.458
O 1.484 -2.326 1.526
C 2.317 -0.091 2.068
C 3.875 -0.463 2.139
C 4.250 -1.609 3.144
C 5.728 -2.086 3.361
C 6.854 -1.375 2.543
C 6.464 -0.216 1.555
C 4.987 0.247 1.331
C 1.831 1.155 2.585
P 2.996 2.414 3.381
S 3.239 4.050 2.359
C 0.262 1.549 2.563
O -0.126 2.307 3.485
H 1.038 -4.504 -2.954
H 1.315 -6.141 -2.722
H 2.523 -5.583 0.352
H 0.673 -6.663 0.442
H -0.009 -5.821 -1.081
H 0.006 -4.370 1.768
H -1.236 -5.617 1.229
H -2.031 -4.321 -0.775
H -2.102 -3.218 0.749
H 0.589 -2.775 -0.721
H -0.791 -2.691 -1.923
H -3.119 -2.572 -1.799
H -4.316 -1.135 -1.841
H -1.722 -0.261 -3.516
H -4.907 -1.158 -4.169
H -3.629 -0.685 -5.674
H -4.935 0.542 -0.798
H -4.604 2.244 -0.214
H -3.119 1.554 -2.889
H -5.013 1.579 -2.918
H -5.045 4.006 -2.198
H -3.205 3.859 -1.706
H -1.410 5.534 1.198
H -0.147 4.123 1.091
H -0.929 4.576 2.686
H -3.809 3.826 3.492
H -2.641 2.349 3.822
H -4.234 0.888 2.210
H -5.176 1.509 3.663
H -5.297 2.365 1.966
H 3.467 -2.134 3.787
H 6.025 -2.919 4.083
H 7.943 -1.712 2.689
H 7.300 0.312 0.974
H 4.727 1.100 0.617
H 2.359 2.790 4.631
H 4.237 1.779 3.787
C -3.346 7.341 -0.419
O -4.413 6.958 -1.270
C -5.428 7.948 -1.427
C -5.091 9.043 -2.461
C -4.092 10.078 -1.951
N -4.585 8.468 -3.714
H -3.682 7.975 0.405
H -2.568 7.845 -0.996
H -2.906 6.433 0.000
H -6.309 7.406 -1.786
H -5.700 8.379 -0.456
H -6.022 9.577 -2.683
H -3.067 9.703 -1.944
H -4.102 10.963 -2.593
H -4.346 10.401 -0.937
H -5.298 7.852 -4.100
H -3.826 7.830 -3.465
C 0.251 -7.179 -5.919
O -0.119 -5.837 -5.647
C -0.797 -5.179 -6.712
C -2.302 -5.498 -6.794
C -2.610 -6.870 -7.387
N -2.945 -5.392 -5.477
H 0.522 -7.327 -6.968
H -0.556 -7.856 -5.634
H 1.118 -7.423 -5.300
H -0.691 -4.109 -6.505
H -0.290 -5.364 -7.667
H -2.754 -4.753 -7.457
H -2.430 -7.683 -6.681
H -3.663 -6.930 -7.677
H -2.008 -7.054 -8.283
H -2.818 -4.442 -5.130
H -2.396 -5.960 -4.830
C 7.598 1.089 8.836
O 8.090 1.250 7.515
C 8.328 0.029 6.820
C 7.066 -0.602 6.195
C 6.165 -1.299 7.210
N 6.274 0.390 5.456
H 8.013 0.204 9.326
H 6.507 1.045 8.827
H 7.886 1.971 9.414
H 9.013 0.287 6.006
H 8.859 -0.684 7.462
H 7.403 -1.366 5.486
H 5.576 -0.595 7.802
H 5.453 -1.954 6.699
H 6.751 -1.918 7.896
H 6.854 0.781 4.715
H 6.121 1.180 6.086
```

Values from the calculation:
Energy above the lowest of the compared OMol25 structures with the same formula, charge and spin in kcal per mole: 205.6
Frontier orbital gap in eV: 6.58
Structure (SMILES): [H]/N=C(\N)NCCCCc1c(C[C@@H]2CO2)c(CCCI)c(P(C)CC)c2c1C(=O)C(c1ccccc1)=C([PH2]=S)C2=O.COC[C@@H](C)N.COC[C@@H](C)N.COC[C@@H](C)N

Here are the Löwdin charges for atoms 1 to 2, given in e: atom 1 (H): 0.037, atom 2 (N): 0.081

---

[3]
Here is a 12-piece molecular cluster, C42H72F18N6O18 overall from the OMol25 dataset. Energies are from ωB97M-V with the def2-TZVPD basis set.

Geometry as XYZ:
```
156
Properties=species:S:1:pos:R:3
C 3.305 3.572 3.064
C 3.279 2.677 1.853
O 3.566 1.299 2.271
C 2.612 0.544 2.791
O 1.444 0.827 3.061
C 3.301 -0.793 3.201
F 3.948 -0.726 4.367
F 2.383 -1.768 3.299
F 4.245 -1.198 2.294
H 4.307 3.845 3.302
H 2.777 3.292 3.983
H 2.910 4.508 2.647
H 4.193 2.926 1.212
H 2.315 2.706 1.300
C -1.095 -1.987 4.400
C 0.045 -2.857 4.984
O -0.494 -4.154 5.448
C 0.419 -5.031 5.869
O 1.626 -4.932 5.906
C -0.295 -6.261 6.458
F -0.912 -6.893 5.473
F 0.505 -7.112 7.083
F -1.222 -5.856 7.336
H -1.574 -2.496 3.573
H -0.645 -0.983 4.097
H -1.870 -1.865 5.155
H 0.532 -2.354 5.798
H 0.861 -3.152 4.392
C 6.414 -2.736 -5.217
C 5.707 -1.649 -4.536
O 4.493 -1.387 -5.401
C 4.140 -0.128 -5.669
O 4.628 0.945 -5.410
C 2.795 -0.152 -6.481
F 2.399 1.091 -6.818
F 2.807 -0.891 -7.582
F 1.870 -0.657 -5.663
H 6.960 -2.396 -6.091
H 5.647 -3.497 -5.415
H 7.169 -3.214 -4.531
H 6.322 -0.753 -4.464
H 5.318 -1.966 -3.538
C -4.489 1.751 1.925
C -4.524 0.344 1.384
O -5.714 -0.385 1.884
C -5.638 -1.047 2.988
O -4.685 -1.158 3.673
C -7.002 -1.747 3.318
F -7.188 -2.924 2.694
F -7.113 -1.947 4.645
F -8.083 -0.931 2.947
H -4.830 2.521 1.246
H -3.424 1.892 2.194
H -4.913 1.731 2.898
H -3.598 -0.214 1.498
H -4.807 0.312 0.355
C -1.164 3.345 -3.097
C -1.910 4.001 -4.289
O -2.310 3.046 -5.269
C -1.301 2.638 -6.056
O -0.144 2.961 -5.987
C -1.698 1.467 -7.065
F -2.991 1.497 -7.474
F -0.953 1.449 -8.116
F -1.625 0.284 -6.388
H -1.226 4.014 -2.175
H -0.169 3.070 -3.406
H -1.628 2.397 -2.785
H -1.271 4.762 -4.676
H -2.832 4.445 -4.031
C -1.145 2.166 5.337
C -0.326 2.469 6.559
O 0.200 1.218 7.057
C 0.784 1.248 8.192
O 0.701 2.138 9.003
C 1.559 -0.144 8.396
F 2.718 -0.101 7.793
F 1.786 -0.387 9.660
F 0.782 -1.166 7.802
H -0.601 1.614 4.554
H -1.518 3.055 4.795
H -2.022 1.578 5.678
H -0.955 2.921 7.280
H 0.506 3.062 6.441
C -5.617 -1.066 -5.128
N -4.288 -0.599 -4.628
C -4.065 -0.633 -3.358
C -2.606 -0.484 -2.992
O -4.989 -0.922 -2.560
H -5.680 -2.174 -4.944
H -5.741 -0.862 -6.187
H -6.387 -0.503 -4.613
H -3.592 -0.226 -5.244
H -2.643 -0.325 -1.874
H -2.193 0.411 -3.512
H -1.900 -1.327 -3.158
C 1.636 5.240 -3.800
N 2.204 3.903 -3.486
C 2.539 3.515 -2.263
C 3.358 2.244 -2.214
O 2.254 4.124 -1.228
H 0.600 5.419 -3.393
H 1.756 5.439 -4.887
H 2.307 5.918 -3.369
H 2.520 3.365 -4.239
H 3.197 1.644 -1.273
H 4.397 2.445 -2.409
H 3.124 1.648 -3.149
C 5.790 -0.592 -0.959
N 4.647 -1.477 -1.035
C 4.811 -2.770 -1.123
C 3.633 -3.557 -0.804
O 5.878 -3.322 -1.325
H 5.892 0.068 -1.820
H 6.744 -1.148 -0.877
H 5.778 0.040 -0.030
H 3.716 -1.165 -0.765
H 3.684 -3.645 0.283
H 3.606 -4.554 -1.221
H 2.676 -2.935 -0.954
C -5.696 -3.450 -0.190
N -4.412 -3.106 -0.805
C -3.150 -3.465 -0.428
C -3.123 -4.430 0.787
O -2.174 -2.975 -1.039
H -6.363 -2.612 -0.383
H -5.511 -3.580 0.923
H -6.088 -4.312 -0.720
H -4.453 -2.391 -1.562
H -2.091 -4.641 0.871
H -3.781 -5.316 0.584
H -3.608 -3.903 1.627
C -0.812 5.570 0.532
N -0.182 4.262 0.344
C -0.815 3.129 0.479
C -0.061 1.850 0.138
O -1.997 3.118 0.879
H -0.004 6.358 0.323
H -1.181 5.543 1.502
H -1.520 5.738 -0.269
H 0.770 4.306 0.026
H -0.880 1.147 -0.084
H 0.459 1.446 1.057
H 0.718 2.071 -0.590
C 0.935 -1.601 -2.488
N 0.323 -1.656 -1.196
C 0.902 -1.115 -0.121
C 0.101 -1.344 1.112
O 1.912 -0.425 -0.262
H 0.769 -2.497 -3.106
H 2.027 -1.445 -2.392
H 0.589 -0.788 -3.242
H -0.607 -2.131 -1.146
H 0.067 -2.396 1.346
H -0.914 -1.026 0.890
H 0.436 -0.706 1.957
```

Values from the calculation:
Energy above the lowest of the compared OMol25 structures with the same formula, charge and spin in kcal per mole: 8.9
Frontier orbital gap in eV: 9.69
Structure (SMILES): CCOC(=O)C(F)(F)F.CCOC(=O)C(F)(F)F.CCOC(=O)C(F)(F)F.CCOC(=O)C(F)(F)F.CCOC(=O)C(F)(F)F.CCOC(=O)C(F)(F)F.CNC(C)=O.CNC(C)=O.CNC(C)=O.CNC(C)=O.CNC(C)=O.CNC(C)=O

Here are the Löwdin charges for atoms 1 to 2, given in e: atom 1 (C): -0.057, atom 2 (C): -0.160

---

Computed values of E_HOMO (unit: eV) for the preceding records, in sequence: -12.117, -8.120, -9.477.
Computed values of E_LUMO (unit: eV) for the preceding records, in sequence: -7.9, -1.5, 0.2.
Computed values of DFT total energy (unit: eV) for the preceding records, in sequence: -196916.3742, -103427.3954, -139435.2223.